305
Properties=species:S:1:pos:R:3:forces:R:3:lowdin_charge:R:1 method="wB97M-V/def2-TZVPD" e_above_lowest_kj_mol=630.7 e_lumo_ev=-3.043 charge=+1 homo_energy_ev=-9.18
N 15.1651 22.1320 19.5408 0.74 2.22 1.41 0.3095
H 14.6088 21.3779 19.9178 -1.03 -1.38 0.05 0.0493
H 15.8840 22.2964 20.2309 0.03 0.10 0.61 0.1210
H 14.7564 23.0428 19.3870 -0.81 0.03 0.03 0.0908
H 15.7384 21.9182 18.7373 0.48 -1.14 -1.70 0.0244
N 16.3335 18.6216 17.2387 0.31 -0.05 -1.24 0.3205
H 17.0794 18.0104 16.9384 0.39 -0.70 0.44 0.1020
H 16.7275 19.5085 17.5187 0.18 0.60 -0.16 0.0362
H 15.7307 18.3648 18.0073 -0.59 -1.24 0.44 0.0372
H 15.8085 18.7460 16.3848 -0.42 0.31 -0.16 0.1162
N 12.3517 17.2107 21.0357 -2.63 -1.33 -0.80 0.3242
H 11.8123 16.4392 21.4015 0.38 -0.29 1.04 0.1482
H 11.9211 18.0757 21.3299 -0.57 0.87 -0.17 0.0943
H 12.2559 17.0049 20.0516 -0.16 0.92 -1.04 0.0993
H 13.3408 17.2937 21.2229 1.65 -0.48 1.00 -0.0003
N 19.5486 24.1109 18.4659 0.64 2.14 1.53 0.3316
H 20.5442 24.1365 18.2977 0.24 0.09 -0.68 0.1534
H 19.4630 24.2575 19.4615 0.00 0.00 0.56 0.1353
H 19.1537 23.1989 18.2858 -0.43 -1.73 -0.67 0.0090
H 19.0049 24.8556 18.0537 -0.19 0.39 -1.10 0.1073
N 18.2156 20.6231 20.4762 0.33 1.67 1.30 0.3013
H 18.3805 20.9911 19.5502 1.22 -0.81 -1.70 0.0181
H 17.8249 21.5096 20.7618 -0.16 -0.02 1.54 0.1191
H 19.0464 20.3689 20.9913 0.59 0.02 -0.11 0.0983
H 17.4914 19.9191 20.4751 -1.13 -1.11 0.05 0.0086
S 17.9878 21.4464 17.1803 -0.66 0.54 -4.58 0.2372
O 18.3709 20.2182 16.5819 1.34 -1.42 -1.53 -0.2876
O 18.8447 21.7255 18.2837 3.68 1.45 4.19 -0.3744
O 18.0100 22.6194 16.3323 -0.13 0.29 -0.57 -0.2775
O 16.7190 21.1928 17.7882 -4.06 0.16 1.35 -0.3334
S 14.9710 18.6557 20.2790 -0.36 -0.09 2.21 0.2918
O 14.1643 19.8459 20.4082 -2.14 1.75 0.57 -0.3377
O 16.3061 19.1474 20.0643 2.28 -0.52 0.38 -0.3160
O 14.7297 17.7502 21.4416 1.25 1.57 -0.34 -0.3305
O 14.5987 17.9013 19.1353 -1.24 -2.14 -3.23 -0.3218
C 12.4921 20.3927 16.5255 -0.70 -1.37 -1.22 -0.0042
C 11.2534 19.3638 16.4997 -0.95 0.99 -0.06 -0.4294
C 10.5243 19.3269 15.0886 1.23 -0.54 0.72 -0.1243
C 11.3545 18.6221 14.0235 0.91 1.02 0.16 -0.1881
C 11.5755 17.1647 14.4447 -1.07 1.51 -0.87 -0.1281
C 12.0701 16.9945 15.9078 0.60 -1.18 -0.21 -0.4401
N 11.4756 17.9530 16.8744 -1.37 0.81 -1.54 -0.1022
O 11.9833 17.8566 18.1740 0.39 -0.34 -0.41 -0.0307
C 11.5274 15.6025 16.3031 0.46 0.02 0.81 -0.0262
C 13.6487 16.9674 15.9007 -1.47 1.08 -0.32 0.0056
C 10.1587 19.9407 17.4411 -0.09 -0.20 0.66 -0.0529
H 13.2900 19.9972 15.8969 0.27 -0.18 0.12 0.0420
H 12.9135 20.6633 17.4936 -0.35 -0.20 0.18 0.0627
H 12.1975 21.2795 15.9643 -0.25 0.24 0.37 0.0724
H 9.6639 18.6706 15.2192 -0.39 0.35 0.23 0.1201
H 10.2058 20.3397 14.8419 0.04 -0.07 -0.13 0.1164
H 12.3179 19.1097 13.8742 0.49 0.20 0.57 0.0963
H 10.9734 18.8254 13.0228 -0.71 -0.82 -0.05 0.1122
H 12.1777 16.7120 13.6569 0.65 -0.34 0.60 0.1182
H 10.6108 16.6829 14.2853 -0.19 -0.19 0.52 0.1151
H 11.9110 15.4017 17.3034 -0.27 -0.24 0.22 0.0696
H 10.4374 15.6078 16.3044 0.04 0.18 0.17 0.0880
H 11.8354 14.7519 15.6950 0.37 0.34 -0.35 0.0783
H 14.0055 17.9736 15.6808 -0.09 0.27 -0.51 0.0502
H 14.1113 16.7770 16.8692 -0.08 -1.00 -0.25 0.0530
H 13.8488 16.3342 15.0363 0.90 -0.36 0.71 0.0732
H 10.4844 20.1164 18.4663 0.47 0.00 0.02 0.0476
H 9.3053 19.2744 17.5668 0.10 -0.38 -0.34 0.0869
H 9.7142 20.8798 17.1114 0.38 0.16 -0.38 0.0838
H 12.9267 17.9479 18.0217 0.75 0.17 0.77 0.0407
C 13.1706 12.1268 13.2763 0.35 1.08 1.03 -0.0290
C 14.5420 11.8212 13.9970 -0.59 -1.20 -0.85 -0.4520
C 15.2591 10.9134 12.9940 0.76 -0.76 -0.38 -0.1650
C 16.0651 11.5734 11.9054 -0.33 0.74 -0.29 -0.1925
C 16.9693 12.6103 12.5104 0.19 0.24 0.30 -0.1378
C 16.1963 13.6437 13.3490 -1.21 1.47 -0.13 -0.4715
N 15.3626 12.9909 14.3538 -0.41 -2.93 0.73 -0.0862
O 14.6502 13.7938 15.2980 0.39 0.13 -1.25 -0.0161
C 17.1756 14.5010 14.1242 0.74 1.10 -0.12 -0.0423
C 15.2831 14.5566 12.4468 0.63 0.69 -0.13 -0.0077
C 14.2037 10.8628 15.2050 -0.46 0.87 0.22 -0.0343
H 12.5497 11.2432 13.1282 0.15 -0.09 0.29 0.0833
H 13.2476 12.6258 12.3103 0.38 -0.07 -0.01 0.0671
H 12.6716 12.8296 13.9434 -0.47 0.00 -0.07 0.0636
H 15.9938 10.2290 13.4183 -0.25 -0.13 0.81 0.1215
H 14.4439 10.3144 12.5881 0.32 -0.32 -0.18 0.1136
H 15.4058 12.0820 11.2021 -0.01 -0.09 -0.28 0.1016
H 16.7038 10.8865 11.3502 -0.36 -0.32 -0.05 0.1176
H 17.5466 13.0662 11.7060 -0.22 0.66 0.00 0.1247
H 17.7587 12.1581 13.1108 -0.18 -0.25 0.45 0.1227
H 17.8364 15.0332 13.4399 0.34 -0.26 -0.24 0.0776
H 16.7781 15.3414 14.6933 -0.76 -0.17 0.06 0.0781
H 17.7780 13.9479 14.8449 -0.05 -0.37 -0.32 0.0683
H 14.5567 15.0869 13.0626 -0.23 -0.34 0.15 0.0666
H 15.8200 15.3793 11.9746 0.60 0.01 0.08 0.0575
H 14.7883 14.1104 11.5841 -0.13 -0.53 0.40 0.0669
H 14.9828 10.7665 15.9611 0.34 0.18 -0.29 0.0710
H 13.9192 9.8509 14.9168 0.35 0.01 -0.63 0.0813
H 13.3043 11.1785 15.7337 -0.01 0.51 0.12 0.0696
H 15.0700 13.5347 16.1215 0.11 0.25 0.39 0.0650
C 20.7179 16.1265 15.3364 -0.19 0.21 0.66 -0.0167
C 20.6887 17.3701 14.4276 -0.14 0.05 -1.49 -0.4236
C 21.2852 17.0296 13.0430 0.35 -0.39 -1.27 -0.1550
C 20.9790 17.9932 11.8843 -1.34 -0.14 0.64 -0.1549
C 19.4201 18.0294 11.7127 1.69 0.34 -0.44 -0.1334
C 18.6985 18.5151 12.9755 0.86 -0.87 -0.91 -0.4571
N 19.2266 17.7575 14.1780 1.18 -2.19 -3.28 -0.1044
O 18.4668 17.8986 15.2834 -0.41 0.56 1.45 -0.0455
C 18.9025 19.9782 13.2026 -0.97 1.46 0.70 -0.0410
C 17.1827 18.3218 12.5701 0.64 -0.62 1.91 -0.0092
C 21.5865 18.4925 14.9599 -0.14 1.23 1.15 -0.0214
H 21.6613 15.5819 15.3756 0.21 0.09 -0.77 0.0930
H 19.9007 15.4404 15.1140 0.10 0.00 -0.29 0.0734
H 20.6124 16.3752 16.3924 -0.38 0.44 0.02 0.0395
H 22.3710 16.9367 13.0224 0.20 0.15 0.92 0.1130
H 21.0055 16.0410 12.6791 -0.62 -0.20 0.28 0.1159
H 21.5321 17.6758 11.0003 -0.35 -0.28 -0.16 0.1077
H 21.3730 18.9924 12.0699 -0.16 0.18 0.27 0.0982
H 19.0329 17.0728 11.3617 0.19 -0.36 0.43 0.1113
H 19.1623 18.6911 10.8858 -0.06 0.39 0.06 0.1154
H 18.2218 20.5557 12.5772 0.12 0.19 -0.17 0.0604
H 18.5353 20.1550 14.2136 -0.06 0.36 0.13 0.0643
H 19.8774 20.4646 13.1701 0.28 -0.61 -0.30 0.0869
H 16.9021 19.0368 11.7967 0.15 -0.13 0.04 0.0806
H 16.9668 17.2954 12.2732 0.21 0.04 -0.23 0.0562
H 16.5669 18.4714 13.4570 -0.26 0.34 0.03 0.0657
H 21.3690 19.4655 14.5193 -0.34 -0.05 -0.15 0.0750
H 22.6701 18.4357 14.8558 0.03 -0.90 -0.49 0.0913
H 21.5018 18.6362 16.0370 -0.45 0.03 0.11 0.0420
H 18.7766 18.7474 15.6076 -0.51 0.55 0.91 0.0304
C 17.4252 15.3384 20.0452 0.11 -0.79 -1.17 0.0117
C 17.5153 14.2333 18.8813 -0.54 1.49 1.13 -0.3782
C 18.2789 12.9449 19.3152 0.58 0.11 -2.24 -0.1625
C 17.7001 12.1124 20.3724 -0.93 1.20 0.54 -0.2108
C 16.2899 11.8453 19.9170 -1.25 -0.60 0.92 -0.1162
C 15.3411 13.0299 19.4110 1.10 -0.14 1.49 -0.4345
N 16.0947 13.8549 18.5080 2.77 -1.90 -0.80 -0.1397
O 15.3538 14.8396 17.9062 0.07 0.74 -0.10 -0.0284
C 14.1879 12.4488 18.6151 -1.31 0.06 0.00 -0.0323
C 14.8276 13.8722 20.6799 -0.62 -1.39 -0.59 -0.0055
C 18.2071 14.7804 17.6068 -0.31 -0.58 -0.21 -0.0323
H 18.4140 15.7215 20.2975 0.03 0.00 0.07 0.0708
H 16.8927 14.9917 20.9309 0.55 -0.20 0.03 0.0432
H 16.8085 16.1641 19.6903 0.14 0.32 -0.20 0.0577
H 18.1723 12.3790 18.3897 0.03 -0.47 -0.26 0.1188
H 19.3642 12.9376 19.4167 0.17 1.31 0.06 0.1253
H 17.6887 12.6644 21.3122 0.13 -0.06 0.33 0.1086
H 18.2712 11.1932 20.5033 -0.17 -0.03 0.07 0.1256
H 15.8194 11.4230 20.8049 -0.70 -0.20 -0.15 0.1156
H 16.3956 11.0185 19.2147 -0.58 0.25 -0.53 0.1189
H 13.3829 12.0108 19.2051 0.36 -0.34 0.55 0.0864
H 13.6307 13.2432 18.1185 0.28 0.22 -0.26 0.0764
H 14.4467 11.7094 17.8572 0.43 0.17 0.14 0.0620
H 13.8174 13.4959 20.8412 -0.16 0.16 0.35 0.0732
H 15.3878 13.6854 21.5961 0.12 -0.02 -0.15 0.0635
H 14.7587 14.9550 20.5755 0.10 0.00 -0.36 0.0527
H 19.2754 14.9549 17.7345 -0.10 0.30 0.34 0.0730
H 17.7176 15.6077 17.0929 0.02 0.48 0.63 0.0668
H 18.1587 14.0439 16.8048 -0.05 -0.53 0.31 0.0643
H 15.1281 15.4618 18.6016 -0.34 0.72 0.36 0.0599
C 18.6102 23.3511 11.0744 -0.11 -0.55 0.29 -0.0486
C 17.1272 23.7214 11.3609 2.21 -0.65 -0.89 -0.4685
C 16.3660 22.7585 10.3723 -0.57 0.31 0.23 -0.1230
C 14.8554 22.8365 10.4860 -0.43 1.25 -0.04 -0.1992
C 14.3645 22.5921 11.9174 1.47 -0.38 -1.27 -0.1292
C 15.2853 23.1749 13.0695 -2.48 -0.48 -0.54 -0.4293
N 16.7410 23.2677 12.7068 -2.11 -2.05 -0.20 -0.0838
O 17.4507 23.7856 13.7704 0.42 2.29 0.33 -0.0262
C 14.6293 24.5412 13.4335 1.38 0.61 -0.65 -0.0346
C 15.0245 22.1769 14.2390 1.34 0.56 -0.79 -0.0263
C 17.1088 25.2447 11.1294 -1.67 -0.89 -0.76 -0.0181
H 18.8164 22.3045 11.2986 0.09 0.03 0.58 0.0602
H 19.2954 24.0271 11.5858 0.09 -0.21 0.06 0.0825
H 18.8067 23.3779 10.0026 -0.14 0.55 -0.08 0.0837
H 16.6135 22.7857 9.3112 0.44 1.04 -0.01 0.1203
H 16.7570 21.7674 10.6024 -0.33 -0.26 0.54 0.1059
H 14.3217 22.2488 9.7391 0.22 -0.88 0.28 0.1101
H 14.4629 23.7957 10.1485 0.59 0.75 0.11 0.1015
H 14.3697 21.5024 11.8921 -0.30 -0.21 1.01 0.1074
H 13.3539 22.9951 11.9832 0.01 -0.28 0.46 0.1160
H 15.3133 25.0449 14.1165 -0.23 0.27 0.22 0.0505
H 14.5949 25.1354 12.5204 0.24 0.21 -0.10 0.0682
H 13.6000 24.6301 13.7810 0.04 -0.91 0.42 0.0837
H 13.9602 22.0033 14.3981 0.04 0.50 0.20 0.0708
H 15.4339 21.2080 13.9529 0.28 -0.09 0.11 0.0765
H 15.5808 22.5801 15.0852 -0.36 -0.35 0.54 0.0581
H 16.0473 25.4443 10.9822 -0.04 0.98 0.46 0.0637
H 17.5495 25.5002 10.1658 0.32 -0.12 0.09 0.0864
H 17.6029 25.7931 11.9313 -0.32 -0.07 0.01 0.0753
H 17.8563 23.1253 14.3371 -0.07 -1.03 -0.30 0.0650
C 17.2588 18.1040 23.5274 -0.20 -0.58 0.28 -0.0345
C 17.0119 16.8737 24.4729 1.17 0.77 1.72 -0.4326
C 17.0953 17.4753 25.9472 -0.52 -0.02 -0.68 -0.1408
C 16.3804 16.7164 27.0483 -0.22 -0.71 -1.74 -0.1792
C 14.9751 16.2458 26.5706 1.18 -0.40 0.66 -0.1165
C 14.9134 15.5774 25.1585 0.29 -0.37 1.77 -0.4876
N 15.6525 16.4206 24.2401 -0.71 1.55 1.42 -0.1244
O 15.5342 15.9530 22.9760 0.18 -1.91 -1.47 -0.0497
C 15.4466 14.1255 25.2055 0.17 -0.20 -1.08 -0.0232
C 13.4227 15.4398 24.8563 -0.46 0.04 -0.72 -0.0458
C 18.1055 15.7501 24.2890 -1.45 0.08 -1.04 -0.0042
H 16.4284 18.8070 23.5932 -0.54 -0.42 -0.24 0.0770
H 17.3856 17.7261 22.5129 0.05 0.33 -0.20 0.0640
H 18.0726 18.7689 23.8166 0.69 -0.62 0.15 0.0712
H 18.1389 17.5825 26.2431 0.11 0.30 -0.30 0.1158
H 16.5905 18.4413 25.9403 0.32 0.39 -0.36 0.1069
H 16.3222 17.3497 27.9335 -0.01 -0.30 0.12 0.1127
H 16.9900 15.8294 27.2203 -0.12 -0.16 0.60 0.0999
H 14.2353 17.0416 26.6567 0.03 0.09 -0.15 0.1126
H 14.7686 15.4862 27.3246 -0.81 -0.16 -0.17 0.1142
H 16.3510 14.0141 25.8037 -0.37 -0.29 0.31 0.0733
H 14.6651 13.3766 25.3339 -0.03 0.14 1.27 0.0828
H 15.7043 13.7893 24.2012 0.51 0.56 -0.41 0.0686
H 12.8925 15.0172 25.7098 0.27 -0.04 0.21 0.0888
H 12.8920 16.3620 24.6196 0.31 0.34 -0.06 0.0724
H 13.2447 14.7398 24.0400 0.09 0.03 -0.23 0.0746
H 18.0627 15.0527 25.1256 0.89 0.44 0.29 0.0670
H 19.0536 16.1105 23.8899 0.36 0.23 1.06 0.0703
H 17.8351 15.0918 23.4633 -0.60 0.07 -0.28 0.0600
H 15.3332 16.7184 22.4324 -0.15 0.28 -0.28 0.0052
C 22.5255 18.0350 18.6560 -1.48 -0.75 1.40 0.0028
C 21.1966 18.4507 19.4230 -0.34 0.76 -1.28 -0.4061
C 20.9097 17.6551 20.7184 1.69 0.32 1.33 -0.1164
C 21.7265 18.0979 21.9770 -0.52 0.55 0.19 -0.1621
C 21.6011 19.5830 22.2335 0.18 0.70 -1.30 -0.1573
C 21.9874 20.4151 20.9836 -0.40 0.56 -0.15 -0.4684
N 21.2619 19.9248 19.7692 -1.78 -1.26 2.62 -0.1275
O 21.2540 20.8127 18.7145 1.65 0.02 -0.67 -0.0147
C 21.5209 21.8889 21.3346 0.11 -0.48 -0.45 -0.0399
C 23.5193 20.4615 20.7802 -0.76 0.50 -0.91 -0.0195
C 19.9424 18.1672 18.5084 1.00 -0.25 0.36 -0.0241
H 22.3681 17.0366 18.2479 0.09 -0.16 0.00 0.0769
H 23.2407 17.9493 19.4741 0.60 0.10 -0.53 0.0630
H 22.8313 18.6633 17.8194 -0.12 0.37 0.48 0.0750
H 19.8573 17.6772 21.0013 -0.18 0.20 -0.29 0.0967
H 21.2010 16.6063 20.6617 -0.30 -0.15 -0.81 0.1234
H 22.7749 17.8050 21.9198 -0.02 -0.10 -0.08 0.1110
H 21.2813 17.6634 22.8721 0.18 -0.70 -0.11 0.1044
H 22.1915 20.0148 23.0417 0.33 -0.54 0.18 0.1223
H 20.5787 19.8111 22.5348 -0.42 0.01 -0.18 0.0985
H 21.8305 22.1352 22.3503 0.20 -0.02 -0.03 0.0838
H 21.8773 22.6731 20.6666 0.45 -0.22 -0.14 0.0699
H 20.4394 22.0250 21.3265 -0.30 -0.43 0.01 0.0479
H 23.6140 20.8399 19.7624 0.29 0.55 0.00 0.0828
H 23.9156 21.1866 21.4911 0.52 -0.32 -0.06 0.0855
H 24.0669 19.5227 20.6976 -0.24 -0.11 0.80 0.0730
H 18.9846 18.3805 18.9830 0.00 0.94 0.01 0.0677
H 19.7960 17.0930 18.3957 0.63 -0.27 -0.15 0.0598
H 20.0876 18.5850 17.5121 -0.43 0.20 0.27 0.0528
H 20.3443 21.0919 18.5876 -0.33 -0.16 -0.13 0.0204
C 17.5051 27.2948 14.6964 -0.38 -0.19 0.27 -0.0331
C 16.7542 27.6110 16.0599 1.53 -0.68 -2.51 -0.4726
C 15.5636 28.4914 15.6256 -1.52 -1.18 2.27 -0.1194
C 14.3811 28.4566 16.6319 0.50 -1.57 0.66 -0.1553
C 14.0507 26.9571 17.0728 0.41 2.00 0.11 -0.1018
C 15.3040 26.1736 17.6011 -0.77 -0.67 -0.14 -0.4656
N 16.2941 26.2683 16.5169 -0.90 1.09 0.17 -0.0830
O 17.3337 25.3065 16.6067 -0.11 0.86 0.87 -0.0482
C 15.7216 26.5758 19.0585 0.44 0.08 -0.68 -0.0147
C 14.8241 24.7230 17.6568 0.24 -1.05 -0.23 -0.0529
C 17.7471 28.3332 16.9522 -0.29 -0.30 1.28 -0.0311
H 16.8412 26.7916 13.9934 -0.31 0.00 0.14 0.0560
H 18.3319 26.5947 14.8164 0.19 0.31 0.22 0.0758
H 17.8399 28.1928 14.1772 0.12 0.17 0.31 0.0889
H 15.7990 29.5526 15.5442 0.42 -0.29 -0.87 0.1280
H 15.0556 27.9652 14.8174 0.69 0.63 -0.89 0.1176
H 13.5440 28.9362 16.1246 -0.24 -0.18 0.27 0.1070
H 14.5600 28.9890 17.5661 0.21 0.34 -0.07 0.0957
H 13.5416 26.4313 16.2650 0.40 -0.22 -0.11 0.1088
H 13.3126 27.0693 17.8669 0.00 -0.32 0.25 0.1129
H 16.7056 26.1936 19.3303 0.50 0.13 -0.51 0.0636
H 15.7379 27.6611 19.1580 -0.07 -0.10 0.32 0.0691
H 15.1394 26.1019 19.8489 -0.77 0.32 -0.26 0.0728
H 15.5613 23.9532 17.8848 0.79 0.53 0.26 0.0530
H 14.0366 24.5950 18.3996 -0.42 0.29 -0.14 0.0826
H 14.5044 24.3332 16.6904 -0.50 0.44 -0.18 0.0892
H 17.2668 28.5571 17.9047 -0.13 0.67 -0.01 0.0642
H 18.1745 29.2258 16.4954 -0.23 -0.01 0.01 0.0931
H 18.5736 27.7108 17.2954 0.19 -0.34 -0.53 0.0731
H 17.1208 24.7448 15.8579 0.31 -0.57 -0.32 0.0592
C 8.9370 21.0982 21.2412 -0.15 -0.73 -0.05 -0.0237
C 10.1342 21.8756 21.7755 1.82 0.53 -0.05 -0.4710
C 9.6010 22.7461 22.9227 -0.38 0.37 -1.73 -0.1756
C 10.5954 23.3440 23.8513 0.84 -1.76 1.02 -0.1622
C 11.4308 22.1518 24.4886 -1.07 1.61 -0.46 -0.1069
C 12.1240 21.2464 23.4593 -1.23 0.47 -0.80 -0.4678
N 11.1729 20.9798 22.3061 -0.71 0.42 3.20 -0.1198
O 11.5418 19.9351 21.5240 0.04 -0.89 -1.05 -0.0404
C 13.3782 21.9804 22.9766 0.28 0.03 -0.69 -0.0322
C 12.5269 19.9545 24.1250 1.08 -1.58 0.20 -0.0375
C 10.8500 22.8360 20.7485 -1.23 -0.06 -0.34 -0.0132
H 8.0223 21.6760 21.1082 0.35 0.60 -0.36 0.0899
H 8.6071 20.3919 22.0031 0.37 -0.23 0.18 0.0900
H 9.1318 20.5116 20.3435 0.09 0.19 -0.06 0.0643
H 9.0852 23.5598 22.4128 -0.30 0.11 -0.04 0.1209
H 8.8152 22.2103 23.4553 0.23 -0.21 0.26 0.1263
H 9.9336 23.7925 24.5922 0.75 0.41 0.47 0.1144
H 11.3119 24.0606 23.4499 -0.44 0.22 -0.30 0.1045
H 10.7022 21.6222 25.1024 0.37 -0.36 0.15 0.1202
H 12.1969 22.6488 25.0837 0.02 -0.49 0.43 0.1136
H 13.9080 21.3752 22.2409 0.12 -0.27 0.10 0.0535
H 13.1182 22.8999 22.4522 -0.09 0.16 0.24 0.0600
H 14.0649 22.2259 23.7868 -0.03 -0.08 0.09 0.0890
H 13.0496 19.2222 23.5097 -0.05 0.27 -0.97 0.0630
H 13.3340 20.0806 24.8467 -0.27 0.63 0.50 0.0901
H 11.7782 19.3081 24.5829 -0.58 0.70 0.15 0.0922
H 10.0687 23.4778 20.3414 0.13 0.47 -0.01 0.0816
H 11.3013 22.4073 19.8537 -0.06 -0.79 0.08 0.0624
H 11.6469 23.4280 21.1988 -0.37 0.11 0.29 0.0533
H 12.2413 20.2475 20.9455 0.58 -0.12 -0.48 0.0630